1.
{"formula": "C4H6O2", "method": "the ωB97M-V functional and the def2-TZVPD basis", "symbols": ["C", "C", "C", "C", "H", "H", "H", "H", "H", "H", "O", "O"], "xyz": [[-2.867, -0.480, 0.095], [-1.792, 0.502, 0.005], [0.561, 0.045, 0.525], [1.817, -0.032, -0.317], [-3.880, -0.008, 0.082], [-2.628, -1.681, -0.133], [-1.682, 1.884, 0.129], [0.735, 0.952, 1.219], [0.563, -0.842, 1.305], [1.553, 0.001, -1.542], [-0.560, 0.095, -0.460], [2.938, -0.159, 0.096]], "nbo_charge": [-0.5050, 0.1296, -0.2059, 0.4353, 0.2231, 0.2436, 0.1935, 0.2211, 0.2263, 0.1071, -0.5573, -0.5112], "gap_ev": 10.38, "relative_energy_ev": 4.773, "lumo_energy_ev": 0.9}

2.
{"formula": "C18H32As3NS2Tc", "method": "the ωB97M-V functional and the def2-TZVPD basis", "symbols": ["Tc", "C", "As", "C", "C", "C", "C", "C", "As", "C", "C", "C", "As", "C", "C", "H", "H", "H", "H", "H", "H", "H", "H", "H", "H", "H", "H", "H", "H", "H", "H", "H", "H", "H", "H", "H", "H", "H", "H", "H", "H", "H", "S", "S", "C", "N", "C", "C", "C", "C", "C", "C", "H", "H", "H", "H", "H"], "xyz": [[0.127, -1.488, -0.356], [0.563, -3.209, 2.965], [-0.455, -1.844, 2.067], [-2.273, -2.395, 2.392], [-0.205, -0.293, 3.209], [-0.423, 1.083, 2.557], [-0.684, 2.098, 3.680], [0.857, 1.531, 1.829], [1.735, 0.238, 0.653], [3.200, -0.439, 1.710], [2.624, 1.359, -0.647], [-1.669, 1.086, 1.644], [-1.491, 0.439, -0.194], [-3.308, 0.022, -0.679], [-1.161, 2.091, -1.145], [0.227, -3.261, 4.000], [1.624, -2.971, 2.934], [0.396, -4.165, 2.474], [-2.491, -2.277, 3.453], [-2.361, -3.444, 2.114], [-2.977, -1.817, 1.800], [0.805, -0.356, 3.621], [-0.891, -0.434, 4.047], [0.102, 2.050, 4.435], [-1.638, 1.891, 4.169], [-0.720, 3.116, 3.289], [1.615, 1.805, 2.567], [0.671, 2.425, 1.230], [3.832, 0.403, 1.990], [3.777, -1.153, 1.125], [2.829, -0.930, 2.606], [2.932, 2.280, -0.155], [1.965, 1.578, -1.484], [3.505, 0.837, -1.017], [-2.053, 2.103, 1.544], [-2.468, 0.505, 2.110], [-3.664, -0.837, -0.116], [-3.362, -0.207, -1.741], [-3.922, 0.895, -0.460], [-0.116, 2.382, -1.090], [-1.779, 2.861, -0.685], [-1.438, 1.980, -2.190], [-0.361, -3.476, -0.554], [3.038, -0.832, -3.874], [2.320, -1.265, -2.409], [1.046, -0.987, -2.269], [0.548, -0.400, -3.440], [-0.785, -0.099, -3.717], [-1.095, 0.452, -4.939], [-0.097, 0.699, -5.898], [1.214, 0.360, -5.658], [1.522, -0.204, -4.417], [2.891, -1.755, -1.631], [-1.559, -0.349, -3.004], [-2.124, 0.681, -5.180], [-0.370, 1.131, -6.851], [1.976, 0.507, -6.411]], "mulliken_spin": [1.1329, 0.0041, -0.0956, 0.0067, 0.0011, -0.0001, 0.0007, 0.0198, -0.0568, 0.0050, 0.0088, 0.0102, -0.0749, 0.0028, 0.0168, -0.0011, -0.0022, 0.0018, 0.0000, 0.0011, -0.0029, -0.0007, -0.0017, 0.0001, -0.0006, 0.0003, 0.0001, 0.0014, -0.0021, -0.0039, 0.0045, -0.0018, -0.0032, 0.0009, -0.0014, 0.0000, -0.0050, -0.0017, -0.0010, -0.0044, 0.0002, 0.0001, 0.0541, 0.0039, -0.0050, -0.0458, 0.0016, 0.0056, 0.0020, -0.0004, 0.0002, -0.0006, 0.0207, 0.0053, -0.0001, 0.0000, -0.0001], "gap_ev": [7.03, 7.05], "relative_energy_ev": 0.051, "lumo_energy_ev": [-7.5, -7.6], "spin_multiplicity": 2, "total_charge": 2}

3.
{"formula": "C15H44N4O19", "method": "the ωB97M-V functional and the def2-TZVPD basis", "symbols": ["C", "N", "O", "O", "H", "H", "H", "C", "N", "O", "O", "H", "H", "H", "C", "N", "O", "O", "H", "H", "H", "C", "N", "O", "O", "H", "H", "H", "C", "O", "C", "O", "O", "C", "H", "H", "H", "H", "H", "H", "C", "O", "C", "O", "O", "C", "H", "H", "H", "H", "H", "H", "C", "O", "H", "H", "H", "H", "C", "O", "H", "H", "H", "H", "C", "O", "H", "H", "H", "H", "C", "O", "H", "H", "H", "H", "C", "O", "H", "H", "H", "H"], "xyz": [[-3.506, 0.382, -27.973], [-4.056, -0.938, -27.607], [-3.323, -1.894, -27.654], [-5.179, -0.944, -27.139], [-4.313, 1.094, -27.893], [-2.944, 0.415, -28.900], [-2.713, 0.600, -27.254], [-11.522, 1.255, -27.387], [-11.874, 0.166, -26.432], [-11.403, 0.219, -25.309], [-12.610, -0.715, -26.836], [-11.607, 2.247, -26.959], [-12.168, 1.079, -28.242], [-10.482, 1.134, -27.691], [-7.693, 3.225, -20.840], [-7.071, 2.283, -21.809], [-6.061, 1.745, -21.453], [-7.599, 2.116, -22.879], [-6.891, 3.538, -20.179], [-8.309, 2.605, -20.182], [-8.341, 3.962, -21.295], [-8.089, -2.005, -21.665], [-9.292, -1.352, -22.247], [-9.113, -0.441, -23.018], [-10.358, -1.832, -21.939], [-8.419, -2.869, -21.100], [-7.683, -1.329, -20.905], [-7.278, -2.134, -22.372], [-7.408, 1.685, -29.071], [-6.117, 1.544, -29.672], [-5.936, 0.446, -30.400], [-6.735, -0.419, -30.649], [-4.651, 0.383, -30.723], [-4.179, -0.585, -31.637], [-8.245, 1.308, -29.649], [-7.598, 2.757, -28.983], [-7.342, 1.346, -28.042], [-3.141, -0.393, -31.887], [-4.767, -0.595, -32.557], [-4.285, -1.585, -31.211], [-3.999, 4.900, -25.931], [-4.778, 3.817, -25.437], [-4.162, 2.764, -24.951], [-2.987, 2.588, -24.842], [-5.128, 1.906, -24.597], [-4.797, 0.714, -23.952], [-3.977, 4.811, -27.022], [-2.990, 4.896, -25.534], [-4.520, 5.847, -25.802], [-4.021, 0.833, -23.190], [-4.537, -0.142, -24.586], [-5.665, 0.329, -23.419], [-6.559, -4.303, -25.888], [-7.876, -4.852, -26.029], [-6.155, -4.457, -24.885], [-5.956, -4.852, -26.614], [-6.540, -3.244, -26.163], [-8.401, -4.363, -25.376], [-7.580, -3.626, -29.543], [-8.764, -4.197, -28.992], [-6.788, -4.384, -29.595], [-7.753, -3.216, -30.532], [-7.235, -2.840, -28.860], [-8.543, -4.494, -28.102], [-7.933, 0.223, -25.879], [-8.404, -0.550, -26.964], [-8.648, 0.972, -25.544], [-7.742, -0.460, -25.046], [-6.995, 0.745, -26.087], [-7.694, -1.055, -27.375], [-10.468, 2.978, -24.038], [-9.331, 3.681, -24.481], [-11.317, 3.178, -24.687], [-10.306, 1.899, -24.060], [-10.728, 3.258, -23.011], [-8.539, 3.462, -23.978], [-10.927, -3.121, -25.386], [-9.609, -2.715, -25.682], [-10.963, -4.105, -24.903], [-11.388, -2.454, -24.654], [-11.542, -3.285, -26.274], [-9.650, -1.848, -26.115]], "lowdin_charge": [0.0486, -0.4212, 0.0893, 0.0463, 0.0908, 0.0988, 0.1095, 0.0611, -0.4114, 0.0506, 0.0743, 0.0902, 0.0967, 0.0876, 0.0674, -0.4203, 0.0803, 0.0639, 0.0993, 0.1074, 0.0993, 0.0485, -0.4348, 0.0532, 0.0783, 0.0945, 0.0966, 0.0950, -0.0192, 0.0027, -0.6195, 0.1347, -0.0338, -0.0367, 0.1017, 0.0988, 0.0648, 0.0944, 0.1005, 0.1002, -0.0289, 0.0142, -0.6289, 0.1379, -0.0110, -0.0830, 0.0959, 0.0941, 0.0934, 0.1026, 0.0901, 0.0664, -0.1372, -0.1434, 0.0749, 0.0815, 0.0591, 0.0492, -0.1553, -0.1237, 0.0779, 0.0729, 0.0565, 0.0381, -0.1448, -0.1359, 0.0759, 0.0719, 0.0604, 0.0636, -0.1734, -0.1343, 0.0705, 0.0413, 0.0764, 0.0313, -0.1599, -0.1397, 0.0797, 0.0662, 0.0811, 0.0472], "gap_ev": 9.11, "relative_energy_ev": 0.444, "lumo_energy_ev": -0.2}

4.
{"formula": "C21H28BrN7O4PS", "method": "the ωB97M-V functional and the def2-TZVPD basis", "symbols": ["C", "C", "C", "C", "C", "P", "O", "Br", "N", "N", "C", "C", "C", "C", "N", "C", "C", "N", "C", "S", "H", "H", "H", "H", "H", "H", "H", "C", "C", "O", "N", "C", "H", "H", "H", "H", "H", "H", "H", "C", "C", "O", "N", "C", "H", "H", "H", "H", "H", "H", "H", "C", "C", "O", "N", "C", "H", "H", "H", "H", "H", "H", "H"], "xyz": [[-5.884, 6.148, -4.058], [-5.732, 4.884, -3.676], [-5.128, 3.613, -2.946], [-5.805, 2.888, -1.728], [-5.022, 1.681, -1.181], [-5.851, 0.779, 0.322], [-4.569, 0.285, 1.367], [-6.997, -1.059, -0.395], [-3.776, 1.120, -1.550], [-3.285, 1.797, -2.587], [-1.948, 1.248, -3.060], [-0.597, 2.070, -3.037], [0.697, 1.350, -3.622], [0.499, -0.151, -4.121], [-0.716, -0.941, -4.102], [-1.877, -0.235, -3.604], [-3.791, 2.900, -3.311], [-3.028, 3.433, -4.485], [-3.736, 3.006, -5.545], [-4.861, 3.118, -6.795], [-6.000, 7.271, -4.333], [-6.812, 3.194, -1.278], [-3.975, -0.278, 0.796], [-0.556, 3.165, -2.650], [1.737, 1.871, -3.683], [1.447, -0.673, -4.556], [-2.877, -0.835, -3.577], [-2.812, -3.699, 2.468], [-2.181, -2.337, 2.381], [-2.083, -1.729, 1.318], [-1.710, -1.775, 3.526], [-1.730, -2.321, 4.866], [-3.138, -4.012, 1.475], [-2.085, -4.426, 2.838], [-3.685, -3.668, 3.124], [-1.302, -0.860, 3.386], [-2.287, -1.634, 5.506], [-0.699, -2.387, 5.222], [-2.190, -3.307, 4.904], [5.639, 0.362, -0.993], [4.479, 0.385, -1.949], [4.575, 0.848, -3.082], [3.291, -0.129, -1.529], [2.974, -0.716, -0.246], [6.513, 0.806, -1.473], [5.402, 0.946, -0.101], [5.881, -0.667, -0.720], [2.561, -0.079, -2.230], [2.636, -1.742, -0.414], [2.160, -0.140, 0.201], [3.828, -0.721, 0.429], [4.717, -2.576, 3.091], [5.344, -1.211, 3.003], [5.441, -0.605, 1.941], [5.813, -0.647, 4.149], [5.794, -1.193, 5.488], [4.392, -2.890, 2.097], [5.445, -3.301, 3.461], [3.843, -2.546, 3.746], [6.219, 0.268, 4.009], [5.235, -0.507, 6.128], [6.824, -1.256, 5.846], [5.336, -2.180, 5.527]], "nbo_charge": [-0.0745, -0.1225, -0.0137, -0.1222, -0.1317, 0.9905, -0.9261, -0.1908, -0.1201, -0.1443, 0.0147, -0.1506, -0.2616, 0.0512, -0.3971, 0.0572, 0.3957, -0.4877, 0.2576, 0.2238, 0.3084, 0.2964, 0.5140, 0.2552, 0.2933, 0.2470, 0.2291, -0.7234, 0.6853, -0.6774, -0.6060, -0.4134, 0.2463, 0.2344, 0.2333, 0.4023, 0.2043, 0.2009, 0.2167, -0.7193, 0.6808, -0.6580, -0.6165, -0.4332, 0.2409, 0.2422, 0.2395, 0.3867, 0.1906, 0.1879, 0.2541, -0.7220, 0.6829, -0.6581, -0.6082, -0.4132, 0.2429, 0.2356, 0.2263, 0.4052, 0.2003, 0.2053, 0.2126], "gap_ev": 5.45, "lumo_energy_ev": -5.3, "total_charge": 1}

Result set for M: 86.090 649.361 584.526 585.445 g mol⁻¹, one per record in the order listed.